Below is the ion C3H10FN2 with charge +1 at a distorted geometry, with properties calculated with wB97M-V/def2-TZVPD.

The geometry in XYZ format:
```
16
C3H10FN2 (wB97M-V/def2-TZVPD)
H -0.38 -1.82 -0.89
N -1.85 0.64 -0.52
C -0.76 0.23 0.05
H -2.78 0.24 -0.26
H -1.85 1.60 -0.75
C 0.55 0.73 -0.50
H 1.01 0.32 -1.49
H 1.73 -0.23 1.13
F -0.66 0.68 1.50
N 1.63 0.58 0.54
H 0.24 1.78 -0.79
H 2.53 0.83 0.09
C -0.75 -1.50 0.15
H -1.82 -1.69 0.22
H 1.38 1.24 1.29
H -0.22 -1.90 1.02
```

Results
Spin multiplicity   1
Max |F|   0.13903 hartree/bohr
LUMO level   -3.676 eV
SMILES string   C[C@@](N)(F)C[NH3+]
DFT total energy   -8963.30396 eV
Net charge   +1

Below is a cluster of 11 separate species, C45H118N6O17 in total at a distorted geometry, with properties calculated with wB97M-V/def2-TZVPD.

The geometry in XYZ format:
```
186
C45H118N6O17 (wB97M-V/def2-TZVPD)
C 2.26 -2.59 6.28
C -3.63 4.21 0.57
C 4.69 0.23 -1.03
C 0.68 1.30 -0.72
C 3.14 5.41 4.82
O 1.01 2.02 -4.05
C 0.96 -0.12 -0.31
C 2.62 2.26 -5.63
H -6.99 -1.98 6.65
H 4.88 -7.18 -3.08
O -1.77 -2.84 3.31
H -1.25 0.25 2.58
H 4.63 1.93 1.50
H -1.91 0.33 -7.92
C 2.07 1.91 -7.98
H 3.97 -0.41 -1.61
C 0.85 1.72 -8.82
H 2.01 2.42 0.72
H -0.60 -0.96 -5.91
O -3.02 -1.48 -2.29
O -5.78 -3.85 -0.74
H -0.78 1.80 0.62
C 0.41 5.81 -2.35
O -0.71 1.66 -0.38
H 1.32 3.36 -0.63
H -0.44 3.50 -4.40
H 5.70 4.54 1.53
C -5.13 -1.61 5.67
O 2.73 -2.93 5.00
H 3.50 -1.79 0.37
H 2.11 1.74 5.33
H -2.02 -2.18 -3.93
H -3.83 0.27 -1.86
H 3.48 -0.80 2.74
H -2.15 5.50 1.05
C -5.19 -3.51 0.48
N -0.49 4.90 1.65
C 4.34 -1.23 0.78
H -3.18 -4.29 3.44
H 1.97 -2.66 1.82
C 2.67 1.29 4.46
H 5.74 -5.63 -2.63
H -1.54 0.69 -9.69
H -5.06 -4.40 1.16
H 2.12 -3.11 -0.66
C -1.93 -2.21 -2.87
H 0.78 6.76 -2.59
H 2.21 -3.01 -6.04
H 3.08 6.46 4.49
O 3.67 -5.64 -2.32
H 4.46 -3.89 -1.54
C 4.90 -6.30 -2.40
C -2.43 -3.77 4.10
H -5.60 4.69 1.09
H -5.64 -5.89 -0.51
H -0.19 3.03 -2.67
H -4.61 4.25 2.48
N 3.95 -2.83 2.53
C -0.42 4.49 3.07
O -1.01 2.21 2.71
H 1.30 -3.03 6.47
C -1.78 1.07 2.97
H -1.70 2.01 -8.57
H 1.01 1.44 -9.86
C 0.05 6.52 -0.08
C -3.76 -5.12 -1.45
H -0.91 -1.83 -2.60
H 5.20 -1.21 2.86
H -1.18 -2.76 1.35
H 4.59 1.23 -1.46
H -1.70 -4.42 4.55
H -5.13 2.97 1.36
H -1.50 3.21 4.42
H -1.96 0.22 -1.82
H 6.22 3.19 0.51
H 2.94 1.29 -5.39
H -1.84 0.86 4.00
H -1.59 -3.82 -1.39
H 2.36 5.22 5.56
H 2.91 -1.68 -5.12
O 0.50 5.53 -0.97
H 1.01 -0.18 0.81
H 2.43 -4.12 2.67
H 5.20 -6.68 -1.43
C 2.59 -3.49 -3.97
H -4.67 4.83 -1.11
H -4.57 -1.09 6.49
H 3.71 -4.99 -0.32
C 2.52 -3.05 2.70
C -1.43 3.44 3.35
H 1.00 5.06 -2.83
H -6.65 -2.94 5.30
H -3.08 -5.00 -0.55
C 2.36 -3.71 -1.50
C 1.88 -2.50 3.96
H 0.69 1.39 -1.80
H 1.87 -4.31 -3.96
H -2.85 3.50 0.81
H -3.49 -6.09 -1.78
C 0.39 6.01 1.29
H 0.24 -0.86 -0.78
H -4.06 -3.33 -2.23
O -3.16 5.55 0.83
C -6.18 -2.56 6.20
H 5.24 -1.85 0.49
H 3.41 2.07 4.14
H -2.74 1.08 2.43
C 5.91 3.44 1.52
H 0.73 -1.55 -6.88
H -7.72 -3.81 7.81
C -4.83 3.99 1.46
H -0.27 4.04 1.11
H -0.27 -3.95 2.27
H 0.33 2.71 -8.94
H 3.87 4.14 3.50
C 4.26 -1.42 2.35
H 1.77 3.89 -4.54
O -5.75 -3.54 7.07
C 2.12 2.86 -4.36
H -5.79 -5.18 -2.13
H 2.92 2.91 -3.62
H -2.81 0.21 -3.35
H 5.70 -0.07 -1.29
H 6.78 3.31 2.24
H 0.82 1.96 -6.51
O 2.98 4.48 3.81
H -0.60 5.78 -2.81
H 2.65 2.10 -0.83
C -3.93 4.05 -0.91
O 0.79 -2.05 -4.87
H 2.64 0.92 -7.87
H -3.66 -3.82 5.92
H 0.22 6.90 1.93
O -0.03 0.78 -8.15
H 0.51 7.45 -0.29
H 0.61 4.29 3.40
H -4.23 2.99 -1.07
C 1.70 2.32 -0.33
H 0.84 -2.86 4.06
H 1.52 -4.39 -1.58
C -0.20 2.71 -3.70
C 2.19 -2.50 -5.04
C -1.25 -3.49 2.08
C -2.92 -0.07 -2.34
H 2.79 2.59 -8.42
H -1.01 1.97 -3.76
N -4.35 -2.32 4.65
H -1.03 6.69 -0.08
O 4.38 0.11 0.35
H 4.42 -3.26 3.38
H 1.18 1.42 3.22
H 3.25 0.45 4.77
H 1.82 -1.41 3.95
H 2.03 -1.48 6.31
C -2.04 -3.67 -2.34
N -3.45 -4.13 -2.44
H -3.01 4.19 -1.46
H -6.48 -4.99 8.26
C -5.32 -5.11 -1.15
H -7.17 -4.87 6.57
H 2.98 -2.89 7.05
H -5.97 -2.92 1.08
O 4.72 2.79 1.88
H 1.44 5.79 1.44
C 0.45 -1.14 -5.92
H -0.69 5.33 3.69
H 3.62 -3.92 -4.09
H -1.93 -4.27 1.73
H 0.98 -0.20 -5.73
O 1.84 0.83 3.46
H -3.97 -1.70 3.92
H -1.45 -4.22 -3.04
H 4.19 5.36 5.19
C -1.39 0.98 -8.58
C -3.20 -3.05 5.23
C -6.86 -4.33 7.47
H 3.52 2.86 -5.85
H -5.72 -0.82 5.15
H 2.02 -0.28 -0.54
N 1.66 2.42 -6.70
H -4.21 -3.05 0.33
H 1.75 -2.17 -2.68
N 2.52 -2.85 -2.67
H -2.30 3.77 2.86
C 3.64 -4.54 -1.36
H -2.50 -2.35 5.79
```

Results
Spin multiplicity   1
Max |F|   0.06116 hartree/bohr
LUMO level   0.573 eV
SMILES string   COCCNCCOC.COCCNCCOC.COCCNCCOC.COCCNCCOC.COCCNCCOC.COCCNCCOC.CC(C)O.CC(C)O.CO.CO.CO
DFT total energy   -92315.13116 eV

Below is a cluster of 2 separate species, C9H8N2O3S in total at a distorted geometry, with properties calculated with wB97M-V/def2-TZVPD.

The geometry in XYZ format:
```
23
C9H8N2O3S (wB97M-V/def2-TZVPD)
H -2.82 0.67 -0.32
C -2.35 1.27 -1.15
C 0.96 1.62 -1.80
O -1.52 -0.46 -3.80
H 0.96 -0.86 1.47
C -1.16 1.60 1.44
O 0.68 -0.36 -0.57
C 0.36 -0.29 0.76
N -1.18 0.63 -1.74
H 3.70 -0.48 0.81
N 4.33 0.32 0.57
C 0.16 0.69 -1.38
H -2.46 3.32 1.79
S -2.24 2.99 -0.55
O 1.81 2.26 -2.26
C -3.10 1.01 -2.51
H 5.29 0.09 0.78
C -1.84 0.20 -2.88
C -0.48 0.56 1.29
C -1.87 2.65 1.11
H -3.40 1.87 -3.08
H -3.93 0.36 -2.35
H 4.41 0.60 -0.44
```

Results
Spin multiplicity   1
Max |F|   0.05682 hartree/bohr
LUMO level   -0.147 eV
SMILES string   O=C=C1OC=C=C=CS[C@H]2CC(=O)N12.N
DFT total energy   -29414.94539 eV

Below is the molecule C5H11N, with properties calculated with wB97M-V/def2-TZVPD.

The geometry in XYZ format:
```
17
C5H11N (wB97M-V/def2-TZVPD)
H -3.20 0.86 -0.05
H 1.46 0.54 -1.06
H -2.89 -0.78 -0.70
C 1.27 -0.36 -0.47
C 2.37 -0.49 0.59
C -0.10 -0.24 0.19
H -1.01 1.23 1.60
H -2.56 -0.42 1.01
H 2.38 0.37 1.27
H 3.36 -0.55 0.12
H 2.23 -1.39 1.20
N -1.22 0.46 -0.44
C -0.51 1.12 0.64
H 0.06 1.97 0.30
H 1.32 -1.21 -1.15
H -0.44 -1.09 0.78
C -2.53 -0.01 -0.02
```

Results
Spin multiplicity   1
Max |F|   0.01319 hartree/bohr
LUMO level   1.222 eV
SMILES string   CC[C@H]1CN1C
DFT total energy   -6852.24633 eV

Below is the molecule C14H16N4O3 at a distorted geometry, with properties calculated with wB97M-V/def2-TZVPD.

The geometry in XYZ format:
```
37
C14H16N4O3 (wB97M-V/def2-TZVPD)
C 4.18 0.30 0.65
H 3.51 0.74 -2.64
H -2.38 0.26 0.02
O -0.39 -1.39 -1.31
H 7.12 0.64 0.40
C -5.70 2.24 0.78
H -3.22 -0.37 -1.41
H 6.42 2.25 0.76
C 3.03 -0.30 1.09
N -4.38 0.75 -0.11
H -4.53 -1.92 0.05
H 0.87 -1.36 1.59
H -1.12 -2.11 1.68
C -3.58 -1.51 0.39
N -6.32 1.78 -0.34
C -2.48 -2.53 0.13
C -3.32 -0.18 -0.33
C 2.02 -0.53 0.14
H 2.92 -0.58 2.12
C -5.51 0.89 -0.85
H 1.41 -0.35 -1.89
H -5.70 0.34 -1.74
C 4.36 0.67 -0.68
H -6.16 2.99 1.39
C -4.50 1.61 0.94
H -3.67 -1.32 1.47
C 3.37 0.45 -1.61
N -1.20 -2.14 0.67
C 2.20 -0.16 -1.18
H -2.33 -2.65 -0.95
H -3.74 1.71 1.69
C 6.19 1.22 0.44
N 0.85 -1.13 0.61
O 5.30 0.63 1.37
H -2.76 -3.50 0.55
O 5.59 1.25 -0.83
C -0.25 -1.53 -0.11
```

Results
Spin multiplicity   1
Max |F|   0.02478 hartree/bohr
LUMO level   0.388 eV
SMILES string   O=C(NCCCn1ccnc1)Nc1ccc2c(c1)OCO2
DFT total energy   -26880.70130 eV